This record from OMol25 describes a molecular structure, C19H28BHgN8O3 at a distorted geometry. The level of theory is ωB97M-V/def2-TZVPD.

Cartesian coordinates (Å):
1 Hg -0.23 0.68 1.31
2 N 1.74 2.59 -0.07
3 C 2.28 3.13 1.18
4 C 1.17 3.52 2.16
5 O 1.22 4.66 2.67
6 N 0.23 2.61 2.38
7 C -0.84 3.04 3.26
8 C -1.80 1.93 3.72
9 O -2.55 2.20 4.67
10 O -1.79 0.83 3.08
11 H 2.44 2.13 -0.63
12 H 1.31 3.32 -0.62
13 H 2.90 4.03 1.03
14 H 2.91 2.36 1.64
15 H -1.46 3.79 2.74
16 H -0.45 3.53 4.15
17 C -1.58 -2.51 2.97
18 C -1.34 -2.59 1.49
19 C -1.57 -3.65 0.61
20 C -1.15 -3.20 -0.63
21 C -1.17 -3.91 -1.94
22 N -0.69 -1.95 -0.47
23 N -0.81 -1.57 0.83
24 B 0.03 -1.05 -1.49
25 N 1.46 -0.76 -0.94
26 N 1.65 -0.49 0.37
27 C 2.93 -0.69 0.64
28 C 3.46 -0.48 2.02
29 C 3.59 -1.11 -0.52
30 C 2.62 -1.16 -1.50
31 C 2.76 -1.53 -2.94
32 N -0.82 0.25 -1.72
33 N -1.34 0.93 -0.66
34 C -2.43 1.55 -1.06
35 C -3.24 2.38 -0.12
36 C -2.63 1.31 -2.42
37 C -1.60 0.47 -2.80
38 C -1.29 -0.05 -4.17
39 H -2.41 -3.15 3.25
40 H -1.81 -1.47 3.24
41 H -0.70 -2.82 3.52
42 H -2.00 -4.61 0.84
43 H -1.65 -4.88 -1.82
44 H -0.16 -4.07 -2.33
45 H -1.72 -3.34 -2.69
46 H 0.13 -1.62 -2.54
47 H 2.66 -0.06 2.64
48 H 4.31 0.21 2.02
49 H 3.79 -1.41 2.47
50 H 4.64 -1.35 -0.64
51 H 3.82 -1.63 -3.20
52 H 2.30 -0.79 -3.59
53 H 2.28 -2.49 -3.15
54 H -3.11 2.02 0.91
55 H -4.30 2.33 -0.38
56 H -2.93 3.43 -0.15
57 H -3.42 1.68 -3.04
58 H -1.99 0.40 -4.88
59 H -1.38 -1.13 -4.23
60 H -0.28 0.21 -4.46

2S+1 = 2
E_LUMO (alpha / beta) = 0.175 / 0.175 Ha
total charge = -2
energy = -43074.631 eV
HOMO energy (alpha / beta) = 2.464 / -3.110 eV
orbital gap (alpha / beta) = 2.285 / 7.868 eV

This record from OMol25 describes a molecular structure, C11H18ClN3 at a distorted geometry. The level of theory is ωB97M-V/def2-TZVPD.

Cartesian coordinates (Å):
1 C -0.74 2.39 -1.93
2 C 0.57 2.67 -1.52
3 C -1.33 1.18 -1.49
4 C 1.32 1.91 -0.65
5 C -0.61 0.48 -0.56
6 C 0.87 -0.23 0.61
7 C -2.90 0.19 1.08
8 C -0.48 -3.22 0.33
9 C 4.04 0.49 -0.76
10 C -1.55 -0.56 1.49
11 C -0.77 -1.93 -0.53
12 N 0.68 0.80 -0.21
13 N 1.35 -0.13 1.84
14 N -0.66 -0.66 0.24
15 Cl 4.67 2.00 -0.99
16 H -1.33 3.06 -2.63
17 H 1.03 3.64 -1.82
18 H -2.38 0.90 -1.81
19 H 2.35 2.14 -0.29
20 H -3.39 0.19 2.03
21 H -2.76 1.24 0.82
22 H -3.43 -0.40 0.41
23 H -0.89 -3.30 1.26
24 H -0.85 -4.14 -0.26
25 H 0.62 -3.14 0.46
26 H 3.36 0.00 -1.50
27 H 4.52 -0.07 0.07
28 H -1.73 -1.62 1.64
29 H -1.14 0.03 2.23
30 H -1.88 -1.82 -0.76
31 H -0.07 -2.02 -1.32
32 H 1.79 0.79 2.14
33 H 1.74 -0.85 2.41

E_LUMO (alpha / beta) = -0.297 / -0.347 Ha
total charge = +2
energy = -28669.146 eV
HOMO energy (alpha / beta) = -16.316 / -14.426 eV
energy above the lowest of the compared OMol25 structures with the same formula, charge and spin = 0.8 kcal per mole
orbital gap (alpha / beta) = 8.238 / 4.974 eV

This record from OMol25 describes 2 unconnected molecules or ions with the total composition C3H6IN3 at a distorted geometry. The level of theory is ωB97M-V/def2-TZVPD.

Cartesian coordinates (Å):
1 C -0.18 1.38 0.02
2 C -1.23 -0.67 -0.24
3 C 0.75 -0.60 1.16
4 N 0.74 0.77 0.78
5 N -1.17 0.64 -0.58
6 N -0.28 -1.30 0.46
7 I 1.44 -1.03 3.09
8 H 0.08 2.39 -0.26
9 H -2.11 -1.12 -0.66
10 H 3.00 -0.65 -0.26
11 H 1.49 1.48 0.96
12 H -1.99 1.06 -1.20
13 H -0.57 -2.29 0.74

E_LUMO (alpha / beta) = -0.387 / -0.393 Ha
total charge = +2
energy = -15755.779 eV
HOMO energy (alpha / beta) = -17.900 / -16.899 eV
energy above the lowest of the compared OMol25 structures with the same formula, charge and spin = 71.5 kcal per mole
orbital gap (alpha / beta) = 7.361 / 6.212 eV

This record from OMol25 describes a molecular structure, C30H37N2OPS6Y. The level of theory is ωB97M-V/def2-TZVPD.

Cartesian coordinates (Å):
1 Y 0.19 -1.55 -0.74
2 C 3.57 -1.79 2.67
3 C 2.69 -2.10 1.49
4 N 1.82 -1.26 1.08
5 N 1.76 -0.07 1.81
6 C 0.56 0.38 1.97
7 S -0.96 -0.33 1.48
8 S 0.36 1.89 2.85
9 C 2.06 2.32 3.26
10 C 2.67 1.65 4.47
11 C 2.10 0.56 5.11
12 C 2.72 -0.03 6.20
13 C 3.92 0.47 6.68
14 C 4.50 1.57 6.06
15 C 3.88 2.15 4.97
16 C 2.79 -3.42 0.83
17 C 4.02 -4.09 0.78
18 C 4.14 -5.33 0.20
19 C 3.01 -5.95 -0.32
20 C 1.78 -5.33 -0.27
21 C 1.63 -4.04 0.28
22 O 0.46 -3.46 0.26
23 H 2.95 -1.63 3.55
24 H 4.11 -0.85 2.50
25 H 4.27 -2.59 2.87
26 H 2.07 3.40 3.39
27 H 2.66 2.08 2.38
28 H 1.16 0.16 4.74
29 H 2.25 -0.88 6.68
30 H 4.40 0.01 7.54
31 H 5.43 1.97 6.42
32 H 4.33 3.01 4.48
33 H 4.90 -3.60 1.18
34 H 5.11 -5.81 0.15
35 H 3.09 -6.93 -0.78
36 H 0.90 -5.78 -0.69
37 S -0.56 -3.19 -2.88
38 S 1.08 -2.75 -4.06
39 S 2.50 -2.14 -2.71
40 S 1.99 -0.18 -2.24
41 C -0.81 0.90 -4.54
42 C -2.18 0.81 -3.87
43 C -2.79 -0.56 -4.17
44 C -3.13 1.86 -4.47
45 P -1.89 0.83 -2.00
46 C -3.60 0.60 -1.36
47 C -3.91 -0.65 -0.83
48 C -5.18 -0.93 -0.34
49 C -6.16 0.04 -0.37
50 C -5.87 1.30 -0.88
51 C -4.60 1.57 -1.37
52 C -1.38 2.56 -1.41
53 C -1.71 3.75 -2.31
54 C -2.00 2.84 -0.03
55 C 0.14 2.51 -1.24
56 H -0.93 0.78 -5.62
57 H -0.14 0.11 -4.18
58 H -0.32 1.86 -4.37
59 H -2.86 -0.68 -5.25
60 H -3.80 -0.65 -3.76
61 H -2.18 -1.38 -3.78
62 H -3.25 1.62 -5.53
63 H -2.75 2.87 -4.41
64 H -4.11 1.82 -4.01
65 H -3.15 -1.42 -0.81
66 H -5.39 -1.91 0.06
67 H -7.15 -0.17 0.02
68 H -6.63 2.07 -0.90
69 H -4.39 2.56 -1.76
70 H -2.79 3.87 -2.47
71 H -1.22 3.69 -3.28
72 H -1.35 4.66 -1.82
73 H -3.06 3.09 -0.10
74 H -1.48 3.68 0.42
75 H -1.89 1.98 0.64
76 H 0.65 2.27 -2.17
77 H 0.44 1.77 -0.49
78 H 0.50 3.49 -0.89

E_LUMO = 0.088 Ha
total charge = -1
energy = -112089.690 eV
HOMO energy = -4.391 eV
orbital gap = 6.796 eV

This record from OMol25 describes a gas-phase ion, C4H5FN3 (charge +1) at a distorted geometry. The level of theory is ωB97M-V/def2-TZVPD.

Cartesian coordinates (Å):
1 C 2.21 -0.61 0.06
2 C -1.80 -1.23 0.01
3 C 3.44 -1.00 -0.08
4 C -1.93 1.38 0.00
5 N 0.98 -0.57 0.08
6 N 0.06 0.22 0.00
7 N -1.27 0.01 0.04
8 F -3.10 -1.08 0.00
9 H 4.25 -0.44 -0.04
10 H 3.62 -2.03 -0.15
11 H -1.63 1.99 0.84
12 H -3.06 1.29 0.14
13 H -1.77 2.07 -0.90

E_LUMO = -0.251 Ha
total charge = +1
energy = -11402.238 eV
HOMO energy = -14.413 eV
energy above the lowest of the compared OMol25 structures with the same formula, charge and spin = 85.9 kcal per mole
orbital gap = 7.590 eV